Record 1
{
  "formula": "C50H47F6N4O",
  "method": "ωB97M-V/def2-TZVPD",
  "homo_energy_ev": -9.503,
  "de_lowest_kj_mol": 12.8,
  "lumo_energy_ev": -4.53,
  "charge": 1,
  "homo_lumo_gap_ev": 4.97,
  "species": ["C", "N", "C", "O", "C", "C", "C", "C", "C", "C", "C", "C", "N", "C", "C", "C", "C", "C", "C", "C", "C", "C", "C", "C", "H", "H", "H", "H", "H", "H", "H", "H", "H", "H", "H", "H", "H", "H", "H", "H", "H", "H", "H", "H", "H", "H", "H", "H", "F", "C", "F", "F", "C", "N", "C", "C", "C", "C", "C", "C", "C", "C", "C", "C", "C", "C", "C", "C", "C", "N", "C", "C", "F", "F", "F", "C", "C", "C", "C", "C", "C", "C", "C", "C", "C", "H", "H", "H", "H", "H", "H", "H", "H", "H", "H", "H", "H", "H", "H", "H", "H", "H", "H", "H", "H", "H", "H", "H"],
  "xyz": [[4.821, 1.869, 1.699], [3.589, 2.608, 1.586], [3.585, 3.944, 1.284], [4.573, 4.653, 1.120], [2.127, 4.382, 1.196], [1.867, 5.466, 2.255], [0.476, 6.044, 2.235], [0.021, 6.697, 1.083], [-1.302, 7.143, 1.017], [-2.157, 6.958, 2.109], [-1.677, 6.369, 3.285], [-0.351, 5.942, 3.361], [1.412, 3.120, 1.348], [0.083, 3.025, 1.078], [-0.744, 1.953, 1.285], [-2.179, 2.197, 1.390], [-2.964, 1.586, 2.405], [-4.341, 1.792, 2.451], [-4.968, 2.591, 1.484], [-4.196, 3.240, 0.511], [-2.814, 3.072, 0.480], [2.281, 1.980, 1.678], [2.168, 0.838, 0.693], [1.993, 1.466, 3.095], [5.657, 2.561, 1.577], [4.880, 1.379, 2.679], [4.888, 1.104, 0.914], [1.929, 4.791, 0.187], [2.107, 5.075, 3.258], [2.590, 6.266, 2.025], [0.709, 6.845, 0.244], [-1.657, 7.635, 0.109], [-3.194, 7.293, 2.053], [-2.332, 6.245, 4.149], [0.057, 5.501, 4.275], [-0.355, 3.989, 0.782], [-0.375, 0.970, 1.589], [-2.473, 0.905, 3.108], [-4.930, 1.305, 3.232], [-6.052, 2.713, 1.497], [-4.673, 3.871, -0.242], [-2.202, 3.566, -0.281], [2.425, 1.190, -0.313], [2.848, 0.027, 0.981], [1.153, 0.447, 0.661], [2.152, 2.276, 3.820], [0.960, 1.112, 3.171], [2.677, 0.638, 3.323], [6.551, -1.132, -0.639], [5.682, -0.789, -1.625], [4.655, -0.087, -1.023], [6.304, 0.120, -2.443], [5.119, -1.927, -2.412], [4.023, -1.432, -3.260], [4.273, -1.406, -4.656], [4.044, -2.556, -5.437], [4.459, -2.580, -6.764], [5.099, -1.467, -7.323], [5.353, -0.336, -6.542], [4.942, -0.303, -5.212], [2.765, -1.246, -2.727], [1.919, -0.251, -3.270], [0.769, 0.123, -2.603], [0.331, -0.593, -1.455], [-0.883, -0.243, -0.766], [-1.830, -1.239, -0.399], [-2.987, -0.910, 0.363], [-3.826, -1.869, 0.869], [-3.609, -3.229, 0.551], [-4.324, -4.224, 1.156], [-5.008, -3.989, 2.430], [-4.021, -4.081, 3.553], [-4.506, -3.686, 4.759], [-3.577, -5.379, 3.685], [-2.906, -3.323, 3.290], [-4.531, -5.488, 0.547], [-3.673, -6.551, 0.868], [-3.965, -7.835, 0.420], [-5.090, -8.054, -0.381], [-5.947, -6.994, -0.703], [-5.681, -5.713, -0.232], [-2.598, -3.569, -0.378], [-1.720, -2.605, -0.821], [1.145, -1.668, -0.990], [2.339, -1.983, -1.602], [5.902, -2.296, -3.074], [4.773, -2.687, -1.708], [3.555, -3.412, -4.966], [4.285, -3.476, -7.360], [5.411, -1.489, -8.368], [5.877, 0.525, -6.957], [5.134, 0.559, -4.574], [2.226, 0.256, -4.188], [0.156, 0.952, -2.961], [-1.182, 0.805, -0.755], [-3.207, 0.136, 0.557], [-4.678, -1.587, 1.487], [-5.469, -3.000, 2.455], [-5.736, -4.792, 2.557], [-2.799, -6.340, 1.488], [-3.306, -8.656, 0.703], [-5.306, -9.058, -0.749], [-6.831, -7.164, -1.317], [-6.336, -4.865, -0.448], [-2.499, -4.603, -0.707], [-0.931, -2.897, -1.513], [0.831, -2.239, -0.115], [2.946, -2.813, -1.240]],
  "forces_ev_per_a": [[0.14, -0.46, 0.03], [0.24, 0.77, -0.16], [0.72, 0.04, -0.25], [-1.19, -0.74, 0.23], [0.16, -0.02, -0.39], [0.31, 0.27, 0.09], [-0.01, 0.12, 0.13], [-0.40, -0.14, 0.26], [0.19, -0.08, 0.09], [0.14, -0.07, 0.09], [0.04, 0.16, -0.13], [-0.05, -0.15, -0.52], [-0.14, -0.09, -0.41], [-0.21, -0.38, 0.69], [0.60, 0.62, 0.27], [-0.92, 0.31, -0.11], [0.40, 0.19, -0.64], [0.00, 0.07, -0.28], [0.15, -0.01, 0.12], [-0.01, -0.04, 0.15], [-0.09, -0.56, 0.26], [-0.12, 0.30, 0.44], [0.09, -0.04, -0.38], [0.23, 0.18, 0.16], [-0.21, -0.03, 0.10], [0.12, 0.10, -0.17], [0.03, 0.21, 0.26], [0.19, -0.05, 0.40], [-0.05, 0.08, -0.34], [-0.10, -0.29, 0.17], [-0.30, -0.05, 0.21], [0.04, -0.11, 0.30], [0.31, -0.10, 0.02], [0.14, 0.09, -0.27], [-0.25, 0.07, -0.29], [0.11, -0.46, 0.28], [-0.16, 0.53, 0.25], [-0.19, 0.30, -0.14], [0.14, 0.18, -0.25], [0.35, 0.00, 0.00], [0.08, -0.17, 0.27], [-0.34, -0.17, 0.18], [0.00, -0.14, 0.10], [-0.17, 0.17, -0.11], [0.37, 0.06, 0.13], [-0.07, -0.25, -0.14], [0.29, 0.06, 0.06], [-0.21, 0.15, 0.06], [-0.74, 0.02, -1.02], [0.27, 2.20, 0.69], [0.90, -0.62, -0.28], [-0.33, -0.91, 0.82], [-0.60, -0.27, -0.54], [0.19, -0.63, 0.76], [0.82, 0.16, -1.29], [-0.04, 0.53, 0.48], [-0.04, 0.17, -0.07], [0.01, -0.02, 0.18], [-0.16, -0.13, -0.07], [-0.36, -0.37, 0.18], [-0.17, 0.12, 0.04], [-0.13, 0.06, 0.01], [-0.09, -0.20, 0.39], [0.61, -0.22, 0.28], [-1.09, -1.33, -1.54], [0.57, 0.41, 0.01], [-0.37, 0.17, 0.17], [0.20, 0.35, -0.18], [-0.02, -0.39, 0.50], [-0.25, 1.12, 0.08], [-0.18, 0.06, -0.67], [1.66, -0.55, 1.17], [0.24, -0.35, -1.25], [-0.43, 1.27, 0.06], [-0.93, -0.54, 0.40], [-0.16, -1.61, -0.15], [-0.30, 0.40, -0.10], [-0.05, 0.07, -0.22], [0.00, 0.14, 0.11], [0.14, -0.14, -0.01], [0.59, 0.34, 0.30], [0.51, 0.33, -0.62], [-0.12, -0.50, 0.27], [-0.34, 0.08, -0.31], [-0.20, 0.21, -0.05], [-0.06, -0.24, 0.24], [0.38, -0.05, -0.23], [0.16, 0.19, -0.24], [0.05, 0.27, 0.10], [-0.06, -0.01, 0.33], [-0.16, -0.26, 0.03], [0.01, -0.20, -0.24], [-0.08, -0.08, 0.35], [0.24, -0.22, 0.00], [0.00, -0.22, 0.17], [0.09, -0.21, 0.01], [0.37, 0.11, -0.25], [-0.22, -0.30, 0.13], [-0.13, 0.33, 0.10], [-0.27, -0.18, -0.15], [-0.22, 0.17, -0.17], [0.03, 0.30, 0.13], [0.26, -0.01, 0.17], [0.12, -0.35, 0.01], [-0.02, 0.34, 0.07], [-0.26, 0.11, 0.17], [0.09, 0.24, -0.19], [-0.29, 0.34, 0.07]],
  "lowdin_charge": [-0.003, -0.021, -0.383, 0.075, -0.169, -0.081, -0.249, -0.055, -0.080, -0.089, -0.075, -0.037, 0.011, -0.039, -0.100, -0.268, -0.068, -0.097, -0.091, -0.079, -0.050, -0.470, -0.010, 0.014, 0.101, 0.098, 0.070, 0.164, 0.130, 0.138, 0.119, 0.105, 0.104, 0.106, 0.115, 0.127, 0.088, 0.119, 0.106, 0.103, 0.107, 0.114, 0.108, 0.097, 0.043, 0.098, 0.076, 0.088, 0.142, -0.521, 0.090, 0.120, -0.010, -0.037, -0.249, -0.008, -0.071, -0.070, -0.062, -0.015, -0.195, 0.027, 0.010, -0.243, 0.092, -0.173, 0.028, 0.018, -0.174, -0.017, -0.006, -0.526, 0.142, 0.113, 0.120, -0.253, -0.020, -0.059, -0.065, -0.066, -0.004, 0.033, 0.015, -0.040, 0.003, 0.159, 0.127, 0.122, 0.110, 0.110, 0.112, 0.117, 0.126, 0.131, 0.119, 0.098, 0.118, 0.131, 0.160, 0.122, 0.113, 0.112, 0.112, 0.126, 0.124, 0.122, 0.133, 0.117]
}


Record 2
{
  "formula": "C50H48AlBrO2P2",
  "method": "ωB97M-V/def2-TZVPD",
  "homo_energy_ev": -13.196,
  "de_lowest_kj_mol": 0.0,
  "lumo_energy_ev": -6.14,
  "charge": 2,
  "homo_lumo_gap_ev": 7.06,
  "species": ["Al", "O", "C", "C", "C", "C", "C", "C", "P", "C", "C", "C", "C", "C", "C", "C", "C", "C", "C", "C", "C", "C", "C", "C", "C", "C", "C", "P", "C", "C", "C", "C", "C", "C", "C", "C", "C", "C", "C", "C", "H", "H", "H", "H", "H", "H", "H", "H", "H", "H", "H", "H", "H", "H", "H", "H", "H", "H", "H", "H", "H", "H", "H", "H", "H", "H", "H", "H", "C", "C", "C", "C", "C", "C", "C", "Br", "C", "O", "C", "C", "C", "C", "C", "C", "H", "H", "H", "H", "H", "H", "H", "H", "H", "H", "H", "H", "H", "H", "H", "H", "H", "H", "H", "H"],
  "xyz": [[-0.236, -0.764, -0.508], [-1.507, -3.490, 0.475], [-1.167, -3.725, 1.807], [-1.156, -4.982, 2.387], [-0.874, -5.098, 3.741], [-0.628, -3.973, 4.519], [-0.628, -2.724, 3.925], [-0.858, -2.597, 2.554], [-0.953, -0.982, 1.774], [-2.608, -0.378, 2.138], [-3.665, -0.766, 1.317], [-4.959, -0.403, 1.654], [-5.195, 0.338, 2.803], [-4.141, 0.715, 3.626], [-2.842, 0.353, 3.301], [0.261, 0.117, 2.546], [1.440, -0.364, 3.112], [2.392, 0.527, 3.586], [2.175, 1.895, 3.493], [1.004, 2.377, 2.921], [0.051, 1.494, 2.443], [-1.168, -4.503, -0.424], [-2.017, -5.568, -0.643], [-1.601, -6.595, -1.478], [-0.349, -6.549, -2.082], [0.466, -5.442, -1.910], [0.055, -4.393, -1.086], [0.963, -2.829, -1.081], [1.681, -2.724, -2.726], [2.997, -3.107, -2.977], [3.480, -3.091, -4.279], [2.651, -2.706, -5.323], [1.333, -2.339, -5.076], [0.848, -2.345, -3.780], [2.272, -2.865, 0.171], [2.113, -3.743, 1.248], [3.063, -3.786, 2.257], [4.172, -2.954, 2.203], [4.338, -2.085, 1.132], [3.397, -2.038, 0.117], [-1.368, -5.866, 1.804], [-0.871, -6.081, 4.194], [-0.444, -4.070, 5.580], [-0.441, -1.842, 4.525], [-3.482, -1.342, 0.418], [-5.783, -0.692, 1.016], [-6.206, 0.623, 3.062], [-4.330, 1.291, 4.522], [-2.020, 0.656, 3.937], [1.624, -1.428, 3.178], [3.302, 0.151, 4.034], [2.916, 2.587, 3.870], [0.830, 3.443, 2.848], [-0.862, 1.873, 1.999], [-2.981, -5.591, -0.149], [-2.254, -7.439, -1.654], [-0.021, -7.361, -2.717], [1.406, -5.383, -2.444], [3.644, -3.425, -2.169], [4.502, -3.387, -4.475], [3.031, -2.695, -6.336], [0.687, -2.045, -5.892], [-0.183, -2.057, -3.597], [1.278, -4.426, 1.282], [2.943, -4.485, 3.075], [4.919, -2.995, 2.985], [5.213, -1.451, 1.078], [3.554, -1.365, -0.715], [1.658, 6.644, -1.123], [1.515, 5.747, -2.362], [0.603, 6.430, -3.391], [2.895, 5.552, -2.988], [0.892, 4.420, -1.935], [1.535, 3.201, -2.094], [0.894, 2.074, -1.632], [1.703, 0.369, -1.922], [-0.352, 2.043, -1.015], [-0.774, 0.864, -0.480], [-1.058, 3.256, -0.934], [-0.382, 4.393, -1.374], [-2.499, 3.462, -0.429], [-3.247, 2.169, -0.109], [-2.469, 4.334, 0.836], [-3.316, 4.179, -1.520], [2.094, 7.603, -1.408], [2.309, 6.182, -0.378], [0.693, 6.846, -0.656], [1.057, 7.364, -3.726], [-0.375, 6.673, -2.972], [0.450, 5.794, -4.265], [3.304, 6.522, -3.271], [2.849, 4.941, -3.892], [3.598, 5.094, -2.287], [2.506, 3.122, -2.561], [-0.897, 5.339, -1.273], [-2.838, 1.667, 0.762], [-3.234, 1.471, -0.950], [-4.289, 2.409, 0.109], [-1.841, 3.893, 1.613], [-3.479, 4.439, 1.237], [-2.087, 5.334, 0.627], [-3.465, 3.526, -2.383], [-2.857, 5.101, -1.871], [-4.299, 4.435, -1.119]],
  "forces_ev_per_a": [[0.36, 0.22, 0.51], [0.04, -0.25, -0.13], [-0.04, 0.07, -0.05], [-0.02, -0.05, -0.03], [0.01, 0.06, 0.02], [0.00, -0.03, -0.04], [0.07, -0.06, 0.01], [-0.09, 0.13, 0.15], [0.22, 0.05, 0.02], [0.00, -0.11, 0.02], [0.05, 0.03, 0.10], [-0.01, -0.06, -0.10], [0.00, 0.04, 0.07], [-0.01, 0.01, -0.02], [-0.05, 0.01, -0.08], [-0.09, 0.02, 0.03], [0.04, -0.02, -0.12], [0.00, 0.02, 0.01], [0.00, -0.02, 0.00], [0.01, 0.01, -0.01], [0.02, 0.04, 0.03], [0.22, 0.14, 0.10], [-0.02, 0.02, 0.04], [0.09, -0.01, -0.05], [-0.09, -0.01, 0.04], [-0.06, 0.01, -0.08], [-0.26, 0.08, 0.05], [-0.04, 0.05, -0.15], [0.11, -0.07, 0.03], [0.01, 0.02, 0.02], [-0.02, 0.01, -0.03], [0.03, -0.01, 0.02], [-0.05, 0.01, 0.01], [0.04, -0.01, -0.05], [-0.14, -0.24, 0.14], [0.16, -0.04, -0.08], [0.00, 0.00, 0.03], [0.00, -0.01, 0.00], [0.01, 0.01, -0.02], [-0.09, 0.12, 0.03], [-0.02, -0.01, -0.01], [-0.01, 0.01, 0.00], [0.00, 0.00, -0.02], [0.01, 0.00, -0.01], [0.00, -0.03, -0.02], [0.00, 0.00, 0.02], [0.01, 0.00, -0.01], [0.00, -0.01, -0.01], [-0.03, -0.02, 0.03], [0.02, -0.07, 0.00], [-0.01, 0.00, -0.01], [-0.01, 0.00, 0.00], [0.01, -0.01, 0.00], [0.03, 0.01, -0.02], [0.01, -0.03, 0.00], [0.01, 0.01, 0.01], [-0.01, 0.01, 0.01], [0.00, 0.03, 0.01], [-0.01, 0.01, -0.01], [-0.01, 0.00, 0.00], [0.00, 0.00, 0.01], [0.01, 0.00, 0.01], [-0.02, 0.00, 0.02], [-0.05, -0.01, 0.00], [0.00, 0.02, -0.02], [-0.01, 0.00, -0.01], [-0.01, 0.00, 0.00], [0.01, 0.00, 0.00], [0.00, 0.02, -0.01], [0.00, 0.01, -0.01], [-0.01, 0.01, 0.01], [0.01, -0.02, 0.01], [-0.07, 0.02, 0.02], [0.07, -0.06, -0.02], [-0.01, 0.09, -0.04], [-0.01, 0.01, 0.13], [0.00, 0.03, 0.03], [-0.41, -0.21, -0.48], [-0.04, -0.03, 0.01], [0.03, 0.03, 0.01], [0.00, -0.03, -0.03], [0.06, 0.03, -0.01], [0.01, 0.04, -0.03], [-0.01, -0.03, 0.01], [-0.01, -0.02, 0.00], [-0.01, 0.00, -0.01], [0.02, 0.00, -0.01], [-0.01, -0.01, 0.01], [0.01, -0.01, -0.01], [0.01, 0.01, 0.01], [-0.01, 0.00, 0.00], [0.00, 0.01, 0.01], [0.00, 0.00, -0.01], [-0.02, 0.02, 0.01], [-0.01, -0.01, -0.01], [0.01, 0.03, 0.00], [-0.01, 0.03, 0.03], [0.01, 0.02, 0.00], [-0.01, -0.03, 0.00], [0.01, 0.01, -0.01], [0.00, -0.02, 0.02], [0.03, 0.01, -0.01], [0.02, 0.01, 0.03], [0.00, -0.02, -0.01]],
  "lowdin_charge": [0.356, -0.071, -0.269, 0.007, -0.028, -0.044, -0.057, -0.265, 1.111, -0.355, -0.095, -0.056, -0.044, -0.042, -0.071, -0.345, -0.082, -0.052, -0.045, -0.040, -0.092, -0.279, 0.006, -0.021, -0.036, -0.040, -0.256, 1.046, -0.445, -0.081, -0.041, -0.036, -0.046, -0.124, -0.343, -0.073, -0.050, -0.047, -0.048, -0.106, 0.121, 0.123, 0.120, 0.119, 0.109, 0.119, 0.119, 0.118, 0.112, 0.093, 0.115, 0.118, 0.118, 0.089, 0.140, 0.125, 0.122, 0.117, 0.113, 0.120, 0.121, 0.120, 0.110, 0.097, 0.120, 0.121, 0.121, 0.068, -0.034, -0.555, -0.034, -0.060, -0.145, -0.049, -0.477, 1.093, -0.292, -0.199, -0.060, 0.031, -0.519, -0.052, -0.023, -0.031, 0.094, 0.092, 0.081, 0.094, 0.080, 0.095, 0.094, 0.091, 0.089, 0.107, 0.108, 0.049, 0.096, 0.099, 0.075, 0.096, 0.088, 0.097, 0.078, 0.095]
}